No. 1
One molecule with the formula C14H10N6O5 at a distorted geometry. Source: the OMol25 dataset; level of theory: the ωB97M-V functional and the def2-TZVPD basis.

```
! RIJCOSX wB97M-V def2-TZVPD def2/J DEFGRID3
* xyz 0 1
O 4.430 3.820 -1.855
N 3.187 3.887 -1.902
O 2.586 4.936 -2.234
C 2.377 2.747 -1.543
C 0.985 2.945 -1.430
C 0.126 1.893 -1.156
N -1.288 2.064 -1.263
O -1.762 3.179 -1.585
O -2.037 1.072 -1.060
C 0.573 0.469 -0.850
C 2.067 0.350 -0.978
N 2.756 -0.799 -0.937
O 4.076 -0.398 -1.352
N 4.173 0.952 -1.613
C 2.908 1.426 -1.352
H 0.568 3.942 -1.601
H 0.067 -0.217 -1.550
C -3.040 -3.897 0.062
C -2.253 -2.819 0.749
C -1.482 -1.865 0.043
C -0.770 -0.938 0.805
C -0.858 -0.933 2.188
C -1.601 -1.846 2.907
C -2.306 -2.791 2.162
N -0.004 0.054 2.655
C 0.593 0.645 1.614
N 0.141 0.081 0.494
H -3.548 -4.492 0.834
H -3.804 -3.491 -0.612
H -2.400 -4.573 -0.520
H -1.433 -1.807 -1.048
H -1.593 -1.798 3.992
H -2.920 -3.540 2.667
H 0.181 0.279 3.622
H 1.304 1.461 1.647
*
```

The calculation puts the HOMO energy at -7.84 eV. As for the frontier orbital gap: 6.87 eV. The value obtained for the relative energy (zero: lowest compared OMol25 entry of this formula, charge and spin) is 55.0 kJ/mol.

No. 2
C39H51AsN4O2P2SeSi2V as an isolated structure at a distorted geometry. Source: the OMol25 dataset; level of theory: the ωB97M-V functional and the def2-TZVPD basis.

```
! RIJCOSX wB97M-V def2-TZVPD def2/J DEFGRID3
* xyz -2 4
V 0.677 0.458 1.274
C -4.710 1.789 0.008
Si -3.161 1.868 1.167
C -3.868 1.131 2.782
C -2.954 3.768 1.418
N -1.730 1.044 0.723
P -1.089 0.895 -0.740
C 0.547 0.378 -0.757
P 0.935 -1.280 -0.978
N 0.749 -2.358 0.190
Si 1.274 -3.983 0.288
C 0.336 -5.249 -0.837
C 3.098 -4.529 -0.008
C 0.907 -4.574 2.067
C 2.675 -1.173 -1.547
C 3.462 -0.047 -1.326
C 4.780 -0.034 -1.750
C 5.324 -1.135 -2.393
C 4.545 -2.259 -2.612
C 3.228 -2.273 -2.194
C 0.142 -1.893 -2.515
C -0.935 -2.763 -2.393
C -1.613 -3.216 -3.508
C -1.209 -2.807 -4.767
C -0.165 -1.907 -4.901
C 0.499 -1.443 -3.782
C -0.950 2.545 -1.549
C 0.310 3.132 -1.523
C 0.521 4.381 -2.073
C -0.527 5.052 -2.688
C -1.788 4.474 -2.719
C -2.004 3.233 -2.142
C -2.282 0.077 -1.846
C -3.166 -0.818 -1.251
C -4.083 -1.510 -2.013
C -4.105 -1.333 -3.390
C -3.213 -0.458 -3.990
C -2.309 0.252 -3.227
H -5.601 2.093 0.555
H -4.880 0.788 -0.373
H -4.615 2.448 -0.850
H -4.573 1.829 3.225
H -3.081 0.940 3.502
H -4.396 0.201 2.589
H -2.728 3.985 2.457
H -3.856 4.312 1.146
H -2.141 4.149 0.805
H 0.403 -4.984 -1.890
H -0.720 -5.303 -0.581
H 0.756 -6.247 -0.714
H 3.271 -4.889 -1.020
H 3.367 -5.335 0.673
H 3.788 -3.710 0.167
H 0.047 -4.079 2.500
H 1.760 -4.375 2.704
H 0.728 -5.645 2.087
H 3.045 0.813 -0.812
H 5.395 0.839 -1.569
H 6.357 -1.118 -2.721
H 4.972 -3.130 -3.098
H 2.611 -3.147 -2.362
H -1.222 -3.074 -1.400
H -2.464 -3.879 -3.397
H -1.716 -3.181 -5.645
H 0.125 -1.563 -5.887
H 1.303 -0.726 -3.885
H 1.118 2.561 -1.077
H 1.510 4.819 -2.031
H -0.364 6.023 -3.143
H -2.612 4.990 -3.201
H -2.992 2.786 -2.162
H -3.108 -0.934 -0.175
H -4.788 -2.185 -1.537
H -4.806 -1.893 -3.995
H -3.228 -0.329 -5.064
H -1.627 0.948 -3.698
C -0.028 0.350 5.934
As 0.685 -0.008 4.090
C 1.303 -1.823 4.547
C 2.401 0.908 4.423
H 0.668 -0.056 6.672
H -1.007 -0.112 6.076
H -0.132 1.425 6.081
H 2.002 -1.850 5.389
H 1.793 -2.232 3.665
H 0.441 -2.451 4.784
H 3.206 0.173 4.436
H 2.394 1.449 5.374
H 2.600 1.605 3.609
O 2.647 2.850 0.679
C 1.723 3.178 1.400
C 1.459 4.622 1.861
C 0.370 4.451 2.901
C 0.032 2.947 2.829
O -0.787 2.417 3.563
N 0.803 2.338 1.911
H 1.123 5.203 1.000
H 2.379 5.063 2.242
H -0.524 5.034 2.680
H 0.698 4.685 3.915
Se 4.876 -1.512 2.051
C 3.354 -0.728 1.715
N 2.338 -0.165 1.547
*
```

The calculation puts the HOMO energy (spin up / spin down) at -0.58 / -2.23 eV. As for the frontier orbital gap (spin up / spin down): 4.97 / 6.62 eV. Its expectation value of S² is 3.774. The value obtained for the relative energy (zero: lowest compared OMol25 entry of this formula, charge and spin) is 233.8 kJ/mol.

No. 3
A 2-piece molecular cluster, C4H13N2S overall at a distorted geometry. Source: the OMol25 dataset; level of theory: the ωB97M-V functional and the def2-TZVPD basis.

```
! RIJCOSX wB97M-V def2-TZVPD def2/J DEFGRID3
* xyz 1 1
C -0.614 0.338 2.079
C -1.644 0.150 1.238
N -2.752 -0.604 1.636
N 0.485 1.199 1.622
H -0.634 -0.027 3.092
H -1.732 0.590 0.253
H -3.118 -1.157 0.870
H -2.466 -1.257 2.355
H 1.383 0.950 2.048
H 0.325 2.193 1.823
H 0.624 1.096 0.573
C 0.365 -1.152 -2.144
C 1.610 -0.277 -2.112
S 1.250 1.413 -1.501
H -0.319 -0.759 -2.902
H -0.198 -1.198 -1.213
H 0.657 -2.151 -2.463
H 2.320 -0.670 -1.384
H 2.078 -0.250 -3.091
H 2.380 1.572 -0.778
*
```

The calculation puts the HOMO energy at -13.16 eV. As for the frontier orbital gap: 9.89 eV. The value obtained for the relative energy (zero: lowest compared OMol25 entry of this formula, charge and spin) is 123.1 kJ/mol.

No. 4
A 2-piece molecular cluster, C6H12O overall at a distorted geometry. Source: the OMol25 dataset; level of theory: the ωB97M-V functional and the def2-TZVPD basis.

```
! RIJCOSX wB97M-V def2-TZVPD def2/J DEFGRID3
* xyz 0 1
C 0.740 1.995 -0.770
C 0.446 2.954 0.155
C -0.894 0.251 -0.076
C 0.217 0.635 -0.747
C 0.962 -0.306 -1.642
C -1.672 -1.019 -0.070
H 1.484 2.191 -1.558
H -0.498 2.769 0.547
H 1.035 3.812 0.478
H -1.035 0.949 0.796
H 1.980 0.110 -1.904
H 1.000 -1.171 -1.004
H 0.480 -0.586 -2.597
H -2.513 -1.047 0.764
H -2.399 -1.094 -0.967
H -1.113 -2.001 0.114
H 1.127 -3.546 2.464
H 0.117 -2.562 3.163
O 0.193 -3.111 2.324
*
```

The calculation puts the HOMO energy at -7.99 eV. As for the frontier orbital gap: 8.69 eV. The value obtained for the relative energy (zero: lowest compared OMol25 entry of this formula, charge and spin) is 294.7 kJ/mol. As for the SMILES: C=C/C(C)=C/C.O.

No. 5
C53H41F5FeN2O3P2Si as an isolated structure. Source: the OMol25 dataset; level of theory: the ωB97M-V functional and the def2-TZVPD basis.

```
! RIJCOSX wB97M-V def2-TZVPD def2/J DEFGRID3
* xyz -1 6
Fe -0.055 0.119 0.783
O -3.093 -3.307 -3.639
C -2.416 -2.122 -4.133
C -3.354 -1.520 -5.146
C -3.282 -0.280 -5.677
C -2.371 0.800 -5.394
C -1.533 0.975 -4.295
C -1.529 0.118 -3.232
C -0.868 0.005 -1.931
O 0.013 0.609 -1.333
N -2.411 -1.555 -0.551
N -1.813 -1.438 0.693
C -2.556 -1.617 1.707
C -2.108 -1.509 3.099
C -2.885 -2.173 4.052
C -2.594 -2.138 5.401
C -1.494 -1.386 5.818
C -0.724 -0.703 4.902
C -1.000 -0.738 3.518
O -0.226 -0.041 2.722
H -2.492 -3.700 -2.994
H -4.136 -2.187 -5.493
H -3.996 -0.060 -6.464
H -2.378 1.603 -6.123
H -0.895 1.852 -4.259
H -3.602 -1.893 1.547
H -3.744 -2.738 3.703
H -3.207 -2.672 6.114
H -1.244 -1.331 6.871
H 0.124 -0.106 5.217
C 2.533 -1.059 2.780
Si 2.218 -0.095 1.210
C 3.072 1.566 1.508
C 4.385 1.629 2.000
C 4.989 2.845 2.267
C 4.288 4.031 2.062
C 2.991 3.989 1.587
C 2.385 2.762 1.311
P 0.701 2.624 0.612
C 0.946 3.382 -1.033
C 2.137 3.145 -1.717
C 2.305 3.596 -3.017
C 1.284 4.293 -3.650
C 0.094 4.527 -2.977
C -0.080 4.067 -1.678
C -0.257 3.817 1.596
C -0.330 5.182 1.333
C -1.070 6.015 2.160
C -1.742 5.489 3.255
C -1.672 4.129 3.523
C -0.938 3.293 2.695
C 3.110 -1.065 -0.140
C 4.436 -0.861 -0.534
C 5.118 -1.843 -1.237
C 4.498 -3.055 -1.517
C 3.175 -3.258 -1.156
C 2.459 -2.244 -0.522
P 0.661 -2.253 -0.129
C -0.305 -2.318 -1.639
C 0.343 -2.837 -2.790
C 0.013 -2.845 -4.153
C -1.129 -2.455 -4.815
C -2.316 -1.135 -2.976
C -1.490 -1.373 -1.662
C 0.437 -3.892 0.667
C -0.651 -4.692 0.346
C -0.822 -5.925 0.964
C 0.092 -6.368 1.908
C 1.182 -5.571 2.238
C 1.349 -4.341 1.623
H 3.571 -1.408 2.803
H 1.867 -1.918 2.847
H 2.339 -0.429 3.649
H 4.936 0.712 2.186
H 6.005 2.875 2.644
H 4.756 4.983 2.279
H 2.440 4.910 1.437
H 2.937 2.590 -1.241
H 3.232 3.394 -3.538
H 1.415 4.645 -4.666
H -0.714 5.059 -3.465
H -1.025 4.219 -1.180
H 0.186 5.600 0.477
H -1.127 7.075 1.943
H -2.330 6.139 3.891
H -2.207 3.710 4.366
H -0.904 2.226 2.893
H 4.947 0.058 -0.265
H 6.145 -1.678 -1.543
H 5.043 -3.839 -2.029
H 2.697 -4.207 -1.371
H 1.306 -3.291 -2.606
H 0.810 -3.221 -4.789
H -1.156 -2.524 -5.895
H -3.341 -0.881 -2.683
H -3.212 -0.935 -0.635
H -1.360 -4.331 -0.391
H -1.674 -6.540 0.702
H -0.041 -7.331 2.385
H 1.900 -5.907 2.977
H 2.210 -3.734 1.872
F -2.073 1.177 0.615
C -2.981 1.490 -0.498
F -2.626 2.816 -0.778
C -4.286 1.660 0.275
F -4.216 2.349 1.440
F -4.795 0.439 0.592
F -5.202 2.285 -0.489
*
```

The calculation puts the HOMO energy (spin up / spin down) at -2.48 / -4.79 eV. As for the frontier orbital gap (spin up / spin down): 4.47 / 5.98 eV. Its expectation value of S² is 9.091. The value obtained for the relative energy (zero: lowest compared OMol25 entry of this formula, charge and spin) is 537.8 kJ/mol.

No. 6
C46H38BrFeN5P2SSe as an isolated structure. Source: the OMol25 dataset; level of theory: the ωB97M-V functional and the def2-TZVPD basis.

```
! RIJCOSX wB97M-V def2-TZVPD def2/J DEFGRID3
* xyz 0 5
Fe -0.263 -0.840 -0.076
C 2.134 -1.250 2.296
P 0.405 -0.630 2.361
C -0.376 -1.587 3.694
C -1.591 -2.208 3.418
C -2.228 -2.961 4.397
C -1.651 -3.098 5.649
C -0.438 -2.478 5.931
C 0.195 -1.723 4.958
C 0.495 1.069 3.012
C 1.640 1.669 3.522
C 1.615 2.995 3.934
C 0.443 3.729 3.849
C -0.708 3.137 3.343
C -0.679 1.819 2.917
C 2.674 -1.047 0.904
C 3.974 -1.096 0.442
C 3.910 -0.907 -0.963
C 2.575 -0.746 -1.275
C 1.919 -0.431 -2.592
P 0.199 -1.082 -2.590
C 0.333 -2.748 -3.313
C -0.724 -3.287 -4.044
C -0.666 -4.593 -4.506
C 0.449 -5.376 -4.240
C 1.505 -4.846 -3.513
C 1.449 -3.540 -3.045
C -0.690 -0.118 -3.847
C -0.059 0.463 -4.946
C -0.788 1.215 -5.854
C -2.156 1.389 -5.676
C -2.793 0.811 -4.588
C -2.061 0.065 -3.675
N 1.815 -0.841 -0.143
H 2.079 -2.309 2.570
H 2.778 -0.781 3.042
H -2.037 -2.095 2.436
H -3.174 -3.438 4.178
H -2.146 -3.686 6.412
H 0.009 -2.582 6.912
H 1.134 -1.230 5.185
H 2.571 1.120 3.585
H 2.516 3.455 4.321
H 0.431 4.762 4.170
H -1.627 3.704 3.268
H -1.569 1.368 2.490
H 4.860 -1.250 1.040
H 4.737 -0.869 -1.656
H 2.502 -0.819 -3.429
H 1.823 0.652 -2.731
H -1.596 -2.681 -4.261
H -1.494 -4.999 -5.072
H 0.496 -6.395 -4.603
H 2.379 -5.451 -3.305
H 2.276 -3.139 -2.468
H 1.006 0.329 -5.096
H -0.291 1.666 -6.703
H -2.722 1.979 -6.385
H -3.856 0.946 -4.432
H -2.563 -0.364 -2.814
Se -4.957 0.312 -0.736
C -3.386 -0.371 -0.283
N -2.331 -0.815 -0.035
S -0.037 5.956 -1.074
C -0.114 4.199 -0.801
C 0.939 3.519 -0.198
C 0.842 2.149 -0.044
N -0.229 1.446 -0.433
C -1.234 2.105 -1.007
C -1.217 3.475 -1.222
C -0.127 6.528 0.608
C 0.844 7.378 1.113
C 0.708 7.834 2.418
N -0.302 7.502 3.216
C -1.230 6.690 2.712
C -1.194 6.179 1.427
H 1.821 4.044 0.143
H 1.651 1.581 0.398
H -2.100 1.523 -1.299
H -2.063 3.962 -1.687
H 1.695 7.669 0.512
H 1.456 8.495 2.842
H -2.053 6.436 3.373
H -1.978 5.525 1.069
Br -2.879 -5.913 -1.603
C -1.372 -5.124 -0.794
C -0.264 -5.885 -0.468
C 0.820 -5.239 0.099
C 0.757 -3.871 0.299
N -0.322 -3.147 -0.002
C -1.373 -3.764 -0.540
H -0.250 -6.948 -0.664
H 1.717 -5.783 0.362
H 1.609 -3.325 0.684
H -2.229 -3.146 -0.781
*
```

The calculation puts the HOMO energy (spin up / spin down) at -7.42 / -7.40 eV. As for the frontier orbital gap (spin up / spin down): 7.55 / 7.53 eV. Its expectation value of S² is 6.017. The value obtained for the relative energy (zero: lowest compared OMol25 entry of this formula, charge and spin) is 0.0 kJ/mol.

No. 7
An isolated ion of composition C4H7N4O2 and charge +1 at a distorted geometry. Source: the OMol25 dataset; level of theory: the ωB97M-V functional and the def2-TZVPD basis.

```
! RIJCOSX wB97M-V def2-TZVPD def2/J DEFGRID3
* xyz 1 1
C -1.258 -1.117 0.725
C -2.526 -0.664 0.621
C -2.323 1.513 -0.295
C 1.895 0.651 0.265
N -1.151 1.704 0.192
N 3.153 0.258 0.218
N 0.948 -0.510 0.159
N -0.173 -0.227 0.687
O 1.414 1.728 0.180
O -2.987 0.380 0.097
H -1.066 -2.121 0.456
H -3.373 -1.437 0.663
H -2.995 1.963 -1.150
H 3.641 -0.602 0.567
H 3.784 1.020 0.351
H 1.279 -1.348 -0.352
H -0.554 2.416 -0.297
*
```

The calculation puts the HOMO energy at -13.73 eV. As for the frontier orbital gap: 8.59 eV. The value obtained for the relative energy (zero: lowest compared OMol25 entry of this formula, charge and spin) is 165.1 kJ/mol. As for the SMILES: [H]/N=C/O/C=C\N=[NH+]\C(N)=O.

No. 8
C19H17IrN4O5S as an isolated structure. Source: the OMol25 dataset; level of theory: the ωB97M-V functional and the def2-TZVPD basis.

```
! RIJCOSX wB97M-V def2-TZVPD def2/J DEFGRID3
* xyz 1 2
Ir -0.902 -0.391 -1.881
O -1.896 -0.036 -0.126
C -1.514 0.846 0.680
C -0.539 1.854 0.496
C -0.360 2.738 1.585
C 0.512 3.774 1.495
C 1.238 4.018 0.313
C 1.098 3.175 -0.746
C 0.236 2.042 -0.691
O 0.229 1.256 -1.707
N 0.697 4.657 2.651
O 1.497 5.561 2.533
O 0.082 4.395 3.664
H -2.017 0.839 1.651
H -0.920 2.594 2.500
H 1.898 4.873 0.271
H 1.638 3.340 -1.669
N 2.856 -0.330 -3.844
C 2.219 -0.626 -2.715
S 0.759 -1.559 -2.893
N 2.779 -0.253 -1.572
C 2.359 -0.370 -0.212
C 2.788 0.642 0.640
C 2.459 0.608 1.984
C 1.697 -0.438 2.484
C 1.287 -1.452 1.631
C 1.620 -1.433 0.282
H 2.423 -0.581 -4.717
H 3.759 0.117 -3.866
H 3.592 0.342 -1.669
H 3.374 1.466 0.249
H 2.801 1.399 2.638
H 1.440 -0.471 3.534
H 0.715 -2.287 2.017
H 1.321 -2.245 -0.360
O -2.067 -2.025 -2.338
N -2.748 -2.582 -1.327
C -3.929 -2.065 -0.961
C -4.668 -2.664 0.034
C -4.180 -3.806 0.653
C -2.954 -4.316 0.253
C -2.249 -3.683 -0.745
H -4.227 -1.182 -1.506
H -5.620 -2.235 0.309
H -4.750 -4.294 1.431
H -2.540 -5.208 0.702
H -1.294 -4.003 -1.134
*
```

The calculation puts the HOMO energy (spin up / spin down) at -11.00 / -10.86 eV. As for the frontier orbital gap (spin up / spin down): 7.80 / 7.24 eV. Its expectation value of S² is 0.756. The value obtained for the relative energy (zero: lowest compared OMol25 entry of this formula, charge and spin) is 0.0 kJ/mol.